[1]
3 unconnected molecules or ions with the total composition C37H20F3O9. Source: the OMol25 dataset; level of theory: ωB97M-V/def2-TZVPD.

Each line ends with the Mulliken charge.
Geometry (Å):
O  0.01  0.24  3.45  -0.769
C  -0.21  -0.89  3.94  0.361
O  -0.06  -1.31  5.09  -0.735
C  -0.67  -1.93  2.90  0.420
C  -0.70  -1.65  1.60  -0.071
C  -1.05  -2.70  0.63  -0.017
O  -1.64  -2.49  -0.41  -0.657
C  -0.65  -4.09  1.02  0.572
C  -0.29  -5.08  -0.04  -0.914
O  -1.40  -5.98  -0.26  -0.314
C  -1.08  -7.13  -0.87  0.914
F  -0.48  -8.01  -0.04  -0.270
F  -0.24  -6.96  -1.93  -0.264
F  -2.21  -7.70  -1.33  -0.264
C  -0.66  -4.37  2.32  -0.403
C  -1.08  -3.31  3.29  -0.127
O  -1.78  -3.59  4.22  -0.533
H  -0.45  -0.65  1.27  0.765
H  0.58  -5.64  0.29  0.451
H  -0.05  -4.56  -0.97  0.352
H  -0.41  -5.36  2.70  0.474
C  7.63  0.39  -0.94  -0.448
C  6.79  -0.72  -0.89  -0.493
C  5.62  -0.67  -0.14  -0.494
C  5.30  0.49  0.56  0.109
C  6.15  1.59  0.52  0.239
C  7.31  1.54  -0.24  -0.567
C  5.83  2.83  1.28  0.537
O  6.58  3.79  1.23  -0.700
C  4.60  2.85  2.11  0.524
C  4.31  3.98  2.86  -0.682
C  3.16  4.02  3.63  -0.412
C  2.29  2.94  3.64  -0.623
C  2.56  1.80  2.90  -0.837
C  3.72  1.75  2.13  0.172
C  4.02  0.52  1.34  0.499
O  3.27  -0.43  1.33  -0.669
H  8.54  0.35  -1.53  0.389
H  7.04  -1.62  -1.43  0.392
H  4.96  -1.52  -0.10  0.491
H  7.96  2.40  -0.27  0.462
H  4.99  4.82  2.84  0.459
H  2.94  4.90  4.22  0.377
H  1.38  2.96  4.24  0.527
H  1.87  0.97  2.93  0.775
C  -5.44  -0.73  0.07  -0.595
C  -6.65  -0.45  -0.56  -0.465
C  -6.70  0.45  -1.61  -0.703
C  -5.53  1.09  -2.03  0.519
C  -4.32  0.82  -1.39  0.005
C  -4.28  -0.10  -0.34  -0.421
C  -3.07  1.50  -1.80  0.483
O  -2.01  1.27  -1.26  -0.658
C  -3.15  2.50  -2.91  0.102
C  -2.00  3.19  -3.29  -0.525
C  -2.06  4.11  -4.32  -0.488
C  -3.25  4.34  -4.98  -0.440
C  -4.40  3.67  -4.61  -0.592
C  -4.36  2.75  -3.57  0.200
C  -5.61  2.04  -3.17  0.591
O  -6.65  2.24  -3.76  -0.692
H  -5.40  -1.44  0.89  0.460
H  -7.56  -0.94  -0.23  0.380
H  -7.63  0.67  -2.10  0.469
H  -3.34  -0.32  0.14  0.617
H  -1.08  2.99  -2.76  0.505
H  -1.16  4.65  -4.61  0.396
H  -3.29  5.06  -5.79  0.391
H  -5.34  3.84  -5.12  0.463

Values from the calculation:
* DFT total energy: -2398.8573 a.u.
* multiplicity: 1
* charge: -1
* frontier orbital gap: 0.2313 Ha


[2]
C6H8N2 in the gas phase. Source: the OMol25 dataset; level of theory: ωB97M-V/def2-TZVPD.

Each line ends with the Mulliken charge.
Geometry (Å):
C  -2.46  -0.41  0.13  -0.946
C  -1.23  0.15  0.14  0.381
C  -0.86  1.49  -0.17  -0.127
N  0.42  1.82  0.03  -0.660
N  0.97  0.75  0.75  0.073
C  2.02  0.14  0.02  -0.391
C  1.09  -0.99  -0.46  -0.795
C  0.09  -0.43  0.68  -0.005
H  -2.61  -1.50  0.36  0.247
H  -3.27  0.07  -0.42  0.283
H  -1.61  2.23  -0.54  0.376
H  2.30  0.73  -0.85  0.298
H  2.94  -0.14  0.58  0.276
H  1.52  -1.98  -0.46  0.356
H  0.67  -0.92  -1.40  0.259
H  0.02  -1.03  1.60  0.377

Values from the calculation:
* DFT total energy: -342.8213 a.u.
* multiplicity: 1
* frontier orbital gap: 0.3128 Ha
* energy above the lowest of the compared OMol25 structures with the same formula, charge and spin: 295.7 kJ/mol
* SMILES string: C=C1C=NN2CC[C@H]12


[3]
A molecular structure, C33H48AlF3O19S. Source: the OMol25 dataset; level of theory: ωB97M-V/def2-TZVPD.

Each line ends with the Mulliken charge.
Geometry (Å):
Al  -3.32  -2.42  -2.47  0.782
C  -0.46  -0.13  1.30  -0.279
F  0.32  0.66  1.89  -0.064
F  0.04  -1.37  1.41  0.061
F  -1.68  -0.10  1.84  -0.170
S  -0.54  0.35  -0.53  0.631
O  -1.03  1.70  -0.62  -0.844
O  0.89  0.26  -0.96  -0.120
O  -1.51  -0.53  -1.18  -0.046
O  -2.72  -3.41  0.61  -0.529
C  -3.00  -3.07  1.78  0.369
O  -2.19  -3.37  2.80  -0.305
C  -2.74  -2.85  3.99  -0.010
C  -4.09  -2.34  3.65  -0.802
C  -4.05  -2.13  2.19  0.501
H  -2.17  -1.98  4.34  -0.134
H  -2.78  -3.50  4.86  0.446
H  -4.36  -1.47  4.25  0.325
H  -4.80  -3.13  3.89  0.302
H  -3.75  -1.19  1.72  -0.545
H  -4.98  -2.43  1.70  0.444
O  0.35  -2.79  6.49  -0.619
C  0.93  -2.54  5.43  0.347
O  1.76  -3.40  4.91  -0.346
C  2.41  -2.85  3.76  0.137
C  2.28  -1.36  3.95  -0.417
C  0.95  -1.25  4.62  0.591
H  1.90  -3.22  2.87  -0.244
H  3.47  -3.07  3.65  0.358
H  2.37  -0.88  2.98  0.008
H  3.05  -0.95  4.60  0.452
H  0.11  -1.17  3.93  -0.792
H  0.84  -0.37  5.25  0.451
O  -0.24  3.63  5.18  -0.124
C  -0.72  3.48  4.08  0.426
O  -0.04  3.99  3.13  -0.298
C  -0.65  3.77  1.94  0.090
C  -2.05  3.27  2.27  0.333
C  -1.86  2.56  3.60  0.062
H  -0.09  3.12  1.26  -0.122
H  -0.79  4.74  1.45  0.439
H  -2.49  2.60  1.53  -0.650
H  -2.65  4.18  2.35  0.633
H  -1.55  1.53  3.47  -0.241
H  -2.70  2.62  4.29  0.529
O  2.48  2.13  -3.39  -0.597
C  1.40  2.63  -3.13  0.272
O  0.33  2.33  -3.86  -0.336
C  -0.80  3.11  -3.57  -0.057
C  -0.28  4.13  -2.58  -0.616
C  1.08  3.60  -2.01  0.345
H  -1.62  2.52  -3.16  -0.118
H  -1.10  3.68  -4.45  0.480
H  -0.97  4.38  -1.77  0.034
H  -0.15  5.03  -3.19  0.469
H  0.94  3.04  -1.09  -0.533
H  1.77  4.41  -1.76  0.678
O  -3.81  0.50  -2.72  -0.564
C  -4.01  1.58  -2.20  0.384
O  -4.18  2.68  -2.93  -0.377
C  -4.54  3.82  -2.15  -0.588
C  -4.16  3.40  -0.72  -0.164
C  -4.14  1.92  -0.72  0.921
H  -5.62  3.97  -2.20  0.321
H  -3.94  4.70  -2.38  0.393
H  -4.78  3.85  0.05  0.500
H  -3.15  3.78  -0.54  -0.301
H  -5.02  1.40  -0.35  0.470
H  -3.35  1.43  -0.15  -0.892
O  7.09  -0.31  -2.55  -0.143
C  6.02  0.07  -2.02  0.506
O  4.98  -0.78  -1.84  -0.252
C  3.92  -0.17  -1.04  1.192
C  4.72  1.03  -0.40  -0.565
C  5.74  1.46  -1.54  -0.386
H  3.52  -0.78  -0.23  -0.152
H  3.00  0.05  -1.59  -0.558
H  5.20  0.86  0.56  0.455
H  4.04  1.88  -0.28  0.272
H  6.70  1.86  -1.20  0.419
H  5.28  2.03  -2.34  0.270
O  -1.12  -1.51  -4.37  -0.104
C  0.01  -1.13  -4.70  0.104
O  0.23  -0.42  -5.84  -0.287
C  1.61  -0.11  -5.91  -0.415
C  2.26  -1.02  -4.88  -0.533
C  1.23  -1.25  -3.85  1.511
H  1.75  0.95  -5.67  0.205
H  1.92  -0.41  -6.91  0.443
H  3.23  -0.70  -4.50  0.171
H  2.42  -2.06  -5.18  0.464
H  1.13  -0.36  -3.22  -0.964
H  1.30  -2.13  -3.22  0.195
O  -0.58  -3.32  -1.52  -0.497
C  0.38  -3.78  -0.84  0.250
O  1.68  -3.57  -1.14  -0.275
C  2.60  -4.25  -0.21  -0.185
C  1.68  -5.27  0.47  -1.000
C  0.32  -4.62  0.49  0.516
H  2.96  -3.49  0.48  0.138
H  3.33  -4.84  -0.75  0.375
H  2.04  -5.56  1.45  0.379
H  1.62  -6.26  0.02  0.346
H  0.14  -3.91  1.30  -0.501
H  -0.48  -5.36  0.45  0.467

Values from the calculation:
* DFT total energy: -3654.8306 a.u.
* multiplicity: 2
* expectation value of S²: 1.77
* charge: +3
* frontier orbital gap (alpha / beta): 0.1151 / 0.1096 Ha


[4]
2 unconnected molecules or ions with the total composition H4O2. Source: the OMol25 dataset; level of theory: ωB97M-V/def2-TZVPD.

Each line ends with the Mulliken charge.
Geometry (Å):
O  -1.39  0.19  -0.17  -0.651
H  -2.06  0.29  0.60  0.330
H  -1.83  -0.47  -0.68  0.316
O  1.61  -0.12  0.19  -0.639
H  0.74  -0.20  0.63  0.344
H  1.39  -0.22  -0.73  0.300

Values from the calculation:
* DFT total energy: -152.8675 a.u.
* multiplicity: 1
* frontier orbital gap: 0.4243 Ha
* energy above the lowest of the compared OMol25 structures with the same formula, charge and spin: 19.7 kJ/mol
* SMILES string: O.O